[1]
Formula: C27H39N4O
Source: the OMol25 dataset
Level of theory: ωB97M-V/def2-TZVPD

XYZ file:
```
71
C27H39N4O | the OMol25 dataset | ωB97M-V/def2-TZVPD
C -0.94242 -1.22761 2.14940
N -0.52953 0.16840 2.14711
C -0.97662 0.86529 0.94622
C -0.92124 0.87683 3.36110
H -0.50880 -1.72078 3.02859
H -2.04064 -1.35219 2.17491
H -0.56741 -1.69397 1.22992
H -0.58297 1.88868 0.97613
H -0.59086 0.33103 0.07023
H -2.07857 0.91052 0.86030
H -0.52919 1.89966 3.29949
H -2.01771 0.92914 3.49465
H -0.49420 0.35946 4.22816
C 6.99057 -0.53674 -3.61676
N 5.71767 -0.18561 -3.03874
C 4.80994 0.59890 -3.69418
O 4.97602 1.15839 -4.77654
C 3.57444 0.68047 -2.80159
C 2.36352 -0.10905 -3.33376
C 1.85924 0.45251 -4.64294
C 1.03530 1.58398 -4.64591
C 0.64400 2.15616 -5.85810
C 1.07199 1.61345 -7.07208
C 1.88228 0.47248 -7.05674
C 2.24449 -0.12609 -5.85236
N 4.08372 0.13143 -1.53250
C 3.29086 0.12603 -0.45053
C 3.65015 -0.41943 0.77682
C 2.86485 -0.49982 1.92878
C 3.39128 -1.01595 3.17024
C 2.62240 -1.01989 4.36462
C 3.10185 -1.54568 5.55248
C 4.40950 -2.09758 5.62675
N 4.89385 -2.64442 6.81930
C 4.88291 -4.06309 7.11031
C 5.77919 -1.94297 7.72629
C 5.20332 -2.07423 4.46210
C 4.71475 -1.54556 3.28576
C 5.42458 -0.45791 -1.64377
C 5.47468 -1.96833 -1.39074
C 6.48613 0.19174 -0.74618
H 6.96793 -0.26384 -4.67606
H 7.81409 -0.01036 -3.11397
H 7.17432 -1.61382 -3.50999
H 3.27969 1.73759 -2.67200
H 2.65048 -1.17225 -3.44410
H 1.56353 -0.05025 -2.58070
H 0.71468 2.00840 -3.69265
H 0.00867 3.03889 -5.85087
H 0.77866 2.06436 -8.01923
H 2.25311 0.05313 -7.98612
H 2.85567 -1.03135 -5.83580
H 2.31123 0.58693 -0.60763
H 4.65708 -0.82656 0.80749
H 1.82678 -0.15264 1.89756
H 1.61921 -0.59874 4.32499
H 2.49061 -1.54846 6.45486
H 4.28463 -4.61353 6.37642
H 5.91191 -4.46197 7.12324
H 4.46368 -4.19922 8.11842
H 5.85980 -0.88288 7.46283
H 5.37372 -2.04953 8.74395
H 6.78215 -2.40394 7.72027
H 6.21834 -2.48467 4.49961
H 5.37194 -1.55545 2.42063
H 4.85739 -2.50090 -2.12364
H 6.51760 -2.29520 -1.48756
H 5.13751 -2.22291 -0.38476
H 6.63430 1.24312 -1.01682
H 6.22640 0.12799 0.31136
H 7.43385 -0.34310 -0.88835
```

## Properties
Net charge: +1
Relative energy (zero: lowest compared OMol25 entry of this formula, charge and spin): 0.201 eV
Frontier orbital gap: 6.036 eV
Maximum force: 2.32 eV Å⁻¹

These are the Mulliken partial charges, in e, on atoms 1 to 2:
1 C -1.058
2 N 0.294

=====

[2]
Formula: C2H5NO2
Source: the OMol25 dataset
Level of theory: ωB97M-V/def2-TZVPD

XYZ file:
```
10
C2H5NO2 | the OMol25 dataset | ωB97M-V/def2-TZVPD
C 0.71248 0.59453 -0.07705
C 1.69972 -0.42591 0.13035
N -0.09259 1.41428 -0.14873
O -2.28988 0.18103 0.10145
O -1.40547 -0.99528 0.05782
H 2.14393 -0.47058 -0.79735
H 2.47228 -0.18510 0.90392
H 1.17644 -1.21380 0.52507
H -1.39972 0.98642 -0.13061
H -3.01718 0.11440 -0.56487
```

## Properties
Relative energy (zero: lowest compared OMol25 entry of this formula, charge and spin): 6.113 eV
Frontier orbital gap: 9.061 eV
Maximum force: 3.25 eV Å⁻¹

These are the Mulliken partial charges, in e, on atoms 1 to 2:
1 C 0.457
2 C -0.801

=====

[3]
Formula: C25H31Br2Cl45F3NO4P
Source: the OMol25 dataset
Level of theory: ωB97M-V/def2-TZVPD

XYZ file:
```
112
C25H31Br2Cl45F3NO4P | the OMol25 dataset | ωB97M-V/def2-TZVPD
C -2.87858 1.42380 -0.17721
C -1.67158 1.50507 -1.04792
C -1.75689 2.78746 -1.83293
C -0.41069 1.56758 -0.18834
N 0.40803 0.38972 -0.09869
C -0.08362 -0.60097 0.81620
C 0.08044 -0.21094 2.24860
C 1.48166 -0.23722 2.75055
F 2.05685 -1.38135 2.49043
Br 2.49932 1.22759 2.03510
C 1.45893 -0.10744 4.25690
F 0.88088 0.99993 4.60148
F 0.78263 -1.08892 4.77235
Br 3.24724 -0.17252 5.05487
C 0.98768 -0.10003 -1.33658
O 1.09339 0.90899 -2.28734
P 0.17083 -1.56768 -2.12901
O -1.27285 -1.77681 -1.85386
C 2.41920 -0.58496 -1.01541
O 2.37745 -1.70659 -0.39209
O 3.33337 0.13783 -1.38784
H -2.83348 2.14731 0.58995
H -3.75799 1.56818 -0.75664
H -2.96151 0.45868 0.25702
H -1.65428 0.71710 -1.76028
H -1.54954 3.63028 -1.21900
H -2.71456 2.87138 -2.27161
H -1.07211 2.75027 -2.63947
H 0.19656 2.37893 -0.48570
H -0.72607 1.79920 0.79463
H -1.12563 -0.78884 0.66729
H 0.39599 -1.52706 0.67445
H -0.44132 -0.93497 2.81994
H -0.30830 0.74882 2.44728
H 0.29964 0.93206 -2.81595
H 0.36302 -1.32950 -3.48559
H 0.91744 -2.69938 -1.86566
C 0.60637 -4.59058 -0.01366
Cl -0.67065 -4.69102 1.20006
Cl 1.66777 -6.00489 0.07600
Cl -0.07656 -4.42214 -1.62556
H 1.19976 -3.71255 0.19152
C 1.89192 3.70645 6.94099
Cl 3.01493 4.06497 8.25830
Cl 0.68539 5.00144 6.79792
Cl 2.74411 3.45301 5.43647
H 1.36949 2.79424 7.18612
C 3.69944 6.97120 3.37921
Cl 3.74891 5.56685 2.31836
Cl 3.14126 8.40087 2.50830
Cl 2.68222 6.65430 4.78100
H 4.70184 7.16588 3.72842
C -4.92644 3.51643 2.72313
Cl -5.19378 1.83751 2.27527
Cl -4.29316 3.62757 4.36743
Cl -3.83656 4.28686 1.57286
H -5.86974 4.03953 2.69108
C -5.98325 -2.20473 2.60851
Cl -6.16398 -3.90432 2.13830
Cl -5.44613 -2.07501 4.28943
Cl -4.88477 -1.34616 1.55031
H -6.95394 -1.73982 2.53461
C -5.22495 -3.15852 -2.60247
Cl -5.98186 -1.57115 -2.76037
Cl -5.34026 -3.72687 -0.94180
Cl -5.94761 -4.30741 -3.73029
H -4.17790 -3.05550 -2.85156
C 4.48805 -7.89869 -2.44018
Cl 6.22329 -8.24078 -2.39247
Cl 3.74773 -8.60323 -3.87824
Cl 3.66739 -8.46283 -0.98801
H 4.36921 -6.82814 -2.49178
C 6.75159 1.01107 -1.80336
Cl 6.38849 -0.59553 -2.38446
Cl 7.10334 0.94145 -0.08180
Cl 8.09627 1.72698 -2.72105
H 5.87956 1.63560 -1.92927
C -3.50522 -4.08472 -7.37312
Cl -2.82645 -3.50419 -5.86105
Cl -3.27046 -5.82457 -7.54022
Cl -5.21653 -3.67192 -7.48893
H -2.98721 -3.59715 -8.18445
C -5.19178 7.03585 -1.29551
Cl -5.94498 7.06763 0.30037
Cl -3.73598 6.04781 -1.31305
Cl -6.34053 6.47887 -2.51191
H -4.91121 8.04735 -1.54328
C 4.23119 11.69753 4.62809
Cl 3.22955 12.25809 3.28844
Cl 3.52212 10.28437 5.39407
Cl 5.87324 11.35873 4.07999
H 4.28111 12.48874 5.35921
C -0.72026 0.44806 -6.19527
Cl -1.61545 0.31583 -4.67511
Cl 0.80322 -0.41049 -6.11953
Cl -1.72254 -0.14989 -7.51872
H -0.50018 1.48951 -6.37084
C 6.37874 -5.05738 -0.15979
Cl 6.82192 -3.68942 0.84504
Cl 7.06545 -6.57431 0.43305
Cl 4.62772 -5.17560 -0.28517
H 6.75670 -4.87986 -1.15578
C 2.71212 -3.93004 -5.71000
Cl 3.30880 -3.28954 -4.18579
Cl 3.06400 -5.65589 -5.86123
Cl 0.98559 -3.61726 -5.87870
H 3.22227 -3.41822 -6.51132
C -4.72258 -5.47758 5.80977
Cl -3.13529 -5.44390 6.57097
Cl -4.76623 -6.63768 4.48929
Cl -5.98228 -5.82573 6.99784
H -4.91688 -4.50035 5.39542
```

## Properties
Net charge: -1
Frontier orbital gap: 6.498 eV
Maximum force: 2.48 eV Å⁻¹

These are the Mulliken partial charges, in e, on atoms 1 to 2:
1 C -1.888
2 C 3.194

=====

[4]
Formula: C4H11F6NO4P2
Source: the OMol25 dataset
Level of theory: ωB97M-V/def2-TZVPD

XYZ file:
```
28
C4H11F6NO4P2 | the OMol25 dataset | ωB97M-V/def2-TZVPD
O 1.03766 -0.73488 2.42760
P 0.72331 -0.36372 1.06946
O 1.12900 1.09845 0.75120
O 1.48315 -1.26664 0.02393
N -1.00036 -0.58307 0.68141
C -1.63402 0.59586 0.00169
C -3.15876 0.37434 -0.05888
O -3.53317 -0.97178 0.11642
C -3.05446 -1.58556 1.29990
C -1.84722 -0.89244 1.88044
H 2.10965 1.09557 0.75448
H 0.96251 -2.03726 -0.25129
H -1.08580 -1.38452 0.05223
H -1.20814 0.75064 -0.97771
H -1.45597 1.48294 0.58627
H -3.47778 0.65240 -1.04932
H -3.67781 1.03030 0.62856
H -2.71502 -2.57554 1.00500
H -3.82060 -1.74172 2.04925
H -2.08319 0.03535 2.37465
H -1.33649 -1.53190 2.58187
F 3.46992 2.22480 -3.49691
P 3.96178 1.22711 -2.28464
F 5.02297 0.96710 -1.04022
F 3.95642 -0.42362 -2.44787
F 2.33523 0.87355 -2.10577
F 3.62490 2.52041 -1.29351
F 5.27228 1.16385 -3.27822
```

## Properties
Frontier orbital gap: 8.893 eV
Maximum force: 3.02 eV Å⁻¹

These are the Mulliken partial charges, in e, on atoms 1 to 2:
1 O -0.673
2 P 0.960

=====

[5]
Formula: C17H18Cl2N2O4S
Source: the OMol25 dataset
Level of theory: ωB97M-V/def2-TZVPD

XYZ file:
```
44
C17H18Cl2N2O4S | the OMol25 dataset | ωB97M-V/def2-TZVPD
C -4.15464 -1.87192 2.03329
O -4.08577 -1.48882 0.67817
C -2.90669 -1.66914 0.01659
C -2.89699 -1.28360 -1.32483
C -1.73436 -1.35814 -2.06265
C -0.55974 -1.83101 -1.48761
C 0.75342 -1.73601 -2.21985
N 1.35593 -0.45684 -1.87453
C 2.28249 -0.33522 -0.89791
O 2.98395 -1.23777 -0.50935
C 2.35144 1.11314 -0.36032
O 0.99457 1.54741 -0.14229
C 0.24692 0.85160 0.71696
O 0.64078 -0.00903 1.45261
C -1.18612 1.25021 0.61303
N -1.98278 1.05991 1.64050
S -3.51773 1.44037 1.32114
C -3.18673 1.89339 -0.30878
Cl -4.36259 2.42996 -1.40791
C -1.83832 1.73652 -0.54840
Cl -1.12503 2.06026 -2.05950
C 3.26474 1.24989 0.86447
C 3.03564 2.59090 1.55779
C 4.71912 1.11688 0.41999
C -0.58531 -2.24692 -0.16440
C -1.74381 -2.17383 0.58695
H -3.98216 -2.94565 2.15229
H -5.16686 -1.63119 2.35404
H -3.43661 -1.31394 2.64208
H -3.81199 -0.91453 -1.76170
H -1.73740 -1.03933 -3.09530
H 1.44948 -2.51301 -1.90012
H 0.61558 -1.78156 -3.30304
H 0.78311 0.35090 -2.08219
H 2.70237 1.77744 -1.15936
H 3.02995 0.43676 1.55612
H 3.72157 2.69268 2.39465
H 2.02065 2.66848 1.94100
H 3.20882 3.41313 0.86534
H 5.37426 1.18718 1.28414
H 4.98217 1.90966 -0.27836
H 4.88097 0.15548 -0.05747
H 0.32047 -2.60848 0.29752
H -1.71674 -2.48620 1.61719
```

## Properties
SMILES: COc1ccc(CNC(=O)[C@@H](OC(=O)c2nsc(Cl)c2Cl)C(C)C)cc1
Relative energy (zero: lowest compared OMol25 entry of this formula, charge and spin): 0.198 eV
Frontier orbital gap: 8.393 eV
Maximum force: 1.05 eV Å⁻¹

These are the Mulliken partial charges, in e, on atoms 1 to 2:
1 C -0.919
2 O -0.450

=====

[6]
Formula: C6H12N2
Source: the OMol25 dataset
Level of theory: ωB97M-V/def2-TZVPD

XYZ file:
```
20
C6H12N2 | the OMol25 dataset | ωB97M-V/def2-TZVPD
C -0.62707 1.74877 -0.00356
C -0.25237 0.51544 0.48800
C -2.02282 2.01829 -0.46084
C -1.05606 -1.70672 -0.31264
C 3.27530 -0.16314 -0.29441
C -1.25540 -0.67721 0.83048
N 1.01952 0.05044 0.44540
N 1.93536 0.47635 -0.24961
H -2.26689 1.15615 -1.09662
H -2.74317 2.00715 0.31385
H -1.95105 2.98697 -1.05458
H 0.00827 -2.02688 -0.35555
H -1.30033 -1.19837 -1.24697
H -1.83709 -2.48173 -0.18333
H 3.57873 -0.80971 0.69554
H 3.48386 -0.86540 -1.11711
H 3.82540 0.68433 -0.35924
H -0.87836 -0.94537 1.86657
H -2.15719 -0.12402 0.97751
H 1.22133 -0.64534 1.11710
```

## Properties
Relative energy (zero: lowest compared OMol25 entry of this formula, charge and spin): 6.572 eV
Frontier orbital gap (alpha / beta): 6.318 / 8.763 eV
Maximum force: 5.62 eV Å⁻¹

These are the Mulliken partial charges, in e, on atoms 1 to 2:
1 C -0.169
2 C 0.308